1.
The following is a quantum chemistry calculation of a molecular structure, C20H38Cl3LaN2O4Si at a distorted geometry, from the OMol25 dataset.

Geometry (Å):
La: 1.01516 0.15512 2.42490
Cl: 3.14479 -0.81111 3.77903
Cl: -0.00224 -2.50261 0.07512
Cl: 2.39342 2.00345 1.18839
Si: -0.71199 0.06920 -0.70507
O: 1.05510 -0.07617 -0.85419
O: 0.47932 0.66319 5.22730
O: -0.25976 2.15266 3.00354
O: -0.33491 -1.74220 3.52114
N: -0.74664 4.29383 2.36428
N: -1.51136 -3.73206 3.64691
C: 1.82006 -2.16620 -3.66228
C: -2.19011 4.01903 2.24869
C: 0.10705 3.34243 2.71614
C: -0.18059 1.12367 -5.11599
C: 1.90679 1.92760 -3.43068
C: -1.90466 -0.70344 -1.97792
C: 0.26300 0.26869 -4.09208
C: -1.63973 0.16362 0.96172
C: -0.22398 5.57798 1.85369
C: 2.11240 -1.65318 -2.45711
C: -0.96822 -2.61734 4.17655
C: 1.26947 0.68878 -3.22173
C: 2.10709 -3.52059 -4.19782
C: 1.79431 -0.17924 -2.07315
C: 1.42353 2.78596 -4.43311
C: -0.73856 2.05244 -0.76732
C: 2.88300 -2.43269 -1.43174
C: 0.35908 2.40453 -5.26223
C: -1.41649 -4.09225 2.24093
C: -2.20027 -4.70287 4.49043
H: -1.54541 -5.20388 5.20522
H: -1.63759 2.47279 -0.28629
H: -1.60496 -5.16167 2.13912
H: 1.42451 0.42617 5.37136
H: 0.13539 5.49294 0.79543
H: -1.24920 -2.48817 5.25228
H: -2.96871 -4.21033 5.08926
H: 0.00103 3.07561 -6.04611
H: -1.31591 -0.70091 1.56335
H: 1.60075 -4.30337 -3.63088
H: -0.64074 2.55099 -1.74048
H: 1.45490 -1.52008 -4.45041
H: -2.65715 4.99754 2.10542
H: 0.61201 5.86026 2.52771
H: -1.63610 -1.74057 -2.23741
H: 2.47493 -3.45780 -1.35884
H: -2.45135 3.38626 1.37596
H: 2.81152 -1.95612 -0.43987
H: 3.17507 -3.75473 -4.27931
H: -2.94304 -0.74845 -1.59428
H: 2.67629 2.26105 -2.70707
H: 0.12354 2.41109 -0.18111
H: -0.19933 -0.70810 -3.90323
H: -2.56619 3.56896 3.18465
H: -2.73394 0.05261 0.84974
H: -2.62940 -5.50917 3.89489
H: 1.67581 -3.52299 -5.20704
H: -1.04506 0.80265 -5.69927
H: -0.43196 -3.85803 1.81742
H: 1.16283 3.64304 2.76866
H: -1.05414 6.30410 1.92273
H: 3.94323 -2.49448 -1.76523
H: -1.44007 1.12188 1.50378
H: 1.81817 3.79765 -4.51000
H: -2.01507 -0.16581 -2.93112
H: -2.18465 -3.59175 1.64243
H: 2.77830 0.23142 -1.80409
H: -0.02234 -0.12082 5.52631

Its charge is 0. Its LUMO energy is -0.013 eV. As for the frontier orbital gap: 7.98 eV. For the electronic energy, the calculation gives -2897.22213 hartree.

---

2.
The following is a quantum chemistry calculation of a single C20H38N2O7 molecule, from the OMol25 dataset.

Geometry (Å):
O: 4.57619 -1.68551 0.27584
O: -4.31051 0.12520 -0.73722
O: 0.27988 1.53752 -1.44285
O: -0.60570 0.46861 1.84329
O: 0.39991 -1.86404 0.42359
O: -4.23900 1.11874 1.30627
O: 4.38450 0.45893 -0.46450
N: 2.87361 -1.06272 -1.07114
N: -2.59533 1.46346 -0.20294
C: -0.79553 0.66314 -1.73592
C: 6.80861 0.19103 -0.29739
C: 2.29440 -2.38547 -0.96844
C: -5.77970 -1.39746 -1.74603
C: -5.52314 -0.61299 -0.45779
C: -2.12929 1.40340 -1.57216
C: -1.26441 -0.77392 1.74868
C: -1.85270 2.29844 0.72731
C: 5.41918 0.75540 1.72830
C: 5.64344 2.41173 -0.14597
C: 4.00213 -0.82280 -0.35256
C: 1.57961 -2.63440 0.36179
C: -5.30311 -1.57216 0.71269
C: -6.68126 0.34294 -0.17467
C: 5.57189 0.92746 0.21707
C: -1.44759 1.58663 2.02844
C: -3.76753 0.91981 0.20750
C: -0.20305 -1.86688 1.69609
C: 1.38432 0.92369 -0.81514
C: 2.17261 -0.00477 -1.76266
H: 6.51429 2.86575 0.31736
H: -0.86918 2.29989 2.62451
H: -1.99780 2.42353 -1.94996
H: -7.60029 -0.22282 -0.04997
H: -0.72096 0.32362 -2.77981
H: 2.89510 0.57942 -2.33815
H: 3.10518 -3.11532 -1.04864
H: 4.50640 1.24055 2.06794
H: 4.74928 2.92343 0.19994
H: 1.59225 -2.52284 -1.79099
H: -1.90647 -0.92937 2.62846
H: 1.04698 0.34908 0.05481
H: -5.11711 -1.01194 1.62460
H: -2.45706 3.16967 1.00775
H: -2.89323 0.89926 -2.16227
H: 6.26887 1.20327 2.23609
H: -2.34478 1.30078 2.58648
H: -1.88806 -0.83452 0.84898
H: -4.93402 -2.04512 -1.96243
H: 1.33565 -3.70455 0.44846
H: 6.88360 0.29641 -1.37769
H: -0.66388 -2.84643 1.89647
H: 2.25631 -2.36741 1.18423
H: 0.54954 -1.66620 2.47136
H: -6.67379 -2.00413 -1.63888
H: 1.47471 -0.47347 -2.45799
H: 7.70093 0.60784 0.16123
H: 2.02007 1.74377 -0.47714
H: -6.80275 1.03783 -1.00298
H: -4.44876 -2.21620 0.51297
H: -6.18626 -2.18954 0.85061
H: -5.91298 -0.71306 -2.57976
H: -0.95395 2.62529 0.20557
H: 5.71280 2.52904 -1.22416
H: 5.37177 -0.30011 1.98072
H: -6.48552 0.90773 0.73229
H: -0.76225 -0.21130 -1.07866
H: 6.74293 -0.86488 -0.05081

Its charge is 0. Its LUMO energy is 0.722 eV. As for the frontier orbital gap: 9.54 eV. For the electronic energy, the calculation gives -1421.10117 hartree. The SMILES is CC(C)(C)OC(=O)N1CCOCCOCCN(C(=O)OC(C)(C)C)CCOCC1.

---

3.
The following is a quantum chemistry calculation of 8 unconnected molecules or ions with the total composition C20H38N3O28S7 at a distorted geometry, from the OMol25 dataset.

Geometry (Å):
S: 3.46850 4.40733 0.11186
S: -4.19765 -7.53625 7.48998
S: -1.66866 -1.73066 -0.46252
S: 6.94362 -0.69705 3.34863
S: -2.88680 -4.78161 2.08063
S: -5.11501 0.11980 4.82432
S: 2.75633 3.00000 -8.36150
O: 3.89515 2.20587 -8.76005
O: -2.76944 -0.79317 -0.43959
O: -5.41368 -7.30319 6.74293
O: -0.98228 -1.67289 -1.94017
O: 2.07705 4.79871 0.06945
O: 6.85810 0.61105 2.37937
O: 6.72248 -0.26441 4.71063
O: 2.67081 4.30810 -9.33075
O: -3.78381 -8.84807 7.93074
O: 3.89619 3.03546 0.25830
O: -5.17472 1.42173 5.44705
O: -2.30075 -3.60021 2.67388
O: -4.18854 -6.53060 8.77313
O: -2.96113 -6.85154 6.67596
O: -2.32989 -5.43924 0.92141
O: -3.09102 -5.89363 3.25628
O: -3.56590 -0.39042 4.84274
O: -2.28500 -3.23665 -0.57443
O: 2.53519 3.43264 -6.99949
O: 1.40143 2.25897 -8.88644
O: -5.25603 0.30894 3.21117
O: 4.21567 5.30804 1.24693
O: -4.46398 -4.48005 1.79873
O: 4.21640 5.04480 -1.18995
O: -5.95857 -0.98451 5.22439
O: 8.08244 -1.49118 2.95007
O: 5.58873 -1.43808 2.82368
O: -0.62064 -1.73855 0.53147
N: 0.63209 2.76949 -3.83255
N: 0.42499 3.49213 -5.03509
N: 1.90399 2.36850 -3.69241
C: 2.04804 1.67974 -2.41217
C: -5.26289 -5.43069 2.50104
C: -3.18366 -0.75824 3.51934
C: -0.54219 2.59661 -2.98991
C: 5.82847 0.41882 1.41082
C: -3.97315 0.17210 2.60233
C: 1.00085 1.36414 -1.24984
C: 4.81195 -0.50644 2.07439
C: -2.25856 -3.64764 -1.93941
C: 1.18153 5.53056 -3.50076
C: -4.43805 -5.83546 3.71986
C: -1.03013 -2.96743 -2.53773
C: 5.28375 6.03903 0.64689
C: 0.22156 4.95278 -4.69879
C: -0.51678 1.85368 -1.56302
C: 4.86526 6.25460 -0.80504
C: 1.64117 4.11587 -10.29930
C: 0.62466 3.19061 -9.63574
C: -3.02979 -5.70024 8.71839
C: -2.69247 -5.56806 7.23567
H: -5.43469 -6.28604 1.83967
H: -0.11328 -3.50131 -2.26770
H: -6.22326 -4.98929 2.78058
H: -0.01078 3.74164 -8.93437
H: 4.13810 7.06919 -0.88878
H: 3.15929 1.28731 -2.20731
H: 2.27905 5.06369 -3.54749
H: -3.23235 -4.73182 9.18359
H: 5.44368 6.98291 1.17490
H: 4.18380 -1.02545 1.34651
H: 6.19094 5.42938 0.70923
H: -3.34918 -4.84167 6.74535
H: -0.00350 2.67159 -10.36362
H: 0.42798 5.58921 -5.66664
H: -4.07212 -0.23139 1.59106
H: -2.20912 -4.73661 -2.01335
H: 1.20161 5.07553 -10.58411
H: 6.27406 -0.05291 0.52908
H: -3.47147 -1.80323 3.36287
H: -4.49276 -5.07264 4.50372
H: -1.09396 -2.88298 -3.62588
H: 1.32657 0.82124 -0.26799
H: -3.17770 -3.29206 -2.41698
H: -2.22409 -6.20352 9.26255
H: -1.58679 3.02089 -3.35463
H: -1.65031 -5.28525 7.06920
H: -2.10395 -0.65558 3.38722
H: 1.26233 6.70938 -3.46315
H: -0.93301 5.09716 -4.43649
H: 5.38891 1.37848 1.12602
H: 5.71695 6.45997 -1.45790
H: 4.17651 0.04459 2.77575
H: -4.74669 -6.79997 4.13003
H: 2.08676 3.64414 -11.18105
H: -1.42667 1.72453 -0.84738
H: -3.51131 1.16355 2.55456
H: 0.73784 5.14022 -2.46431
H: 1.21737 3.33320 -5.69859

Its charge is +1. Its LUMO energy is -4.758 eV. As for the frontier orbital gap: 7.75 eV. For the electronic energy, the calculation gives -5842.52249 hartree.

---

4.
The following is a quantum chemistry calculation of 3 unconnected molecules or ions with the total composition C20H39Cl2F3NO10P2 at a distorted geometry, from the OMol25 dataset.

Geometry (Å):
Cl: -0.02175 4.51797 6.64384
Cl: -0.00373 5.94396 2.56222
P: 0.42378 -5.56766 -3.88709
P: 3.20428 1.33078 -0.15711
F: -6.84248 6.90235 3.64470
F: -7.31664 6.14717 5.59804
F: -6.74164 4.74789 4.06819
O: 3.75333 2.40453 0.72004
O: -3.01314 2.36107 5.20146
O: 0.22813 -5.29650 -5.48561
O: 1.65219 1.30177 0.34940
O: 3.04528 -0.17514 -0.79399
O: 0.54994 -4.20890 -3.29281
O: 0.73786 -7.16421 -4.08982
O: 3.02234 2.06405 -1.61181
O: -1.13986 -5.89793 -3.49768
O: -0.99994 2.11136 4.28072
N: -2.88612 5.09977 5.19345
C: -0.79030 -8.91044 -3.40515
C: 0.37082 5.57224 4.23687
C: 1.33186 -4.81824 -6.25370
C: 4.17786 2.41992 -2.36098
C: 1.26793 1.78338 1.65456
C: -5.04808 6.14973 5.01736
C: -0.46974 4.86204 4.98033
C: -4.00563 5.29372 4.25354
C: 2.54403 -1.24878 0.03081
C: 0.67812 3.16957 1.56565
C: 0.43062 -8.09854 -3.03373
C: 2.36192 -5.90518 -6.50663
C: -1.96070 2.80408 4.70851
C: -1.79094 -5.23001 -2.41259
C: 1.12559 -1.58538 -0.36911
C: -2.67714 -4.11721 -2.92870
C: -1.79455 4.34695 4.52144
C: -6.47516 5.96020 4.53803
C: 1.70309 6.12015 4.68786
C: 4.84279 1.20796 -2.99214
H: -3.61678 5.88176 3.40636
H: 2.61163 -0.99701 1.09012
H: 1.35031 3.86276 1.05710
H: 1.79470 6.16146 5.76706
H: -2.53210 6.04424 5.34000
H: 1.78633 -3.95519 -5.75816
H: 3.12559 -5.55739 -7.20383
H: 1.04697 -1.69428 -1.45185
H: -3.11155 -3.55257 -2.10237
H: 4.11510 0.61648 -3.54756
H: 0.80719 -2.51579 0.10451
H: 3.84177 3.10011 -3.14472
H: -2.12133 -3.42837 -3.56434
H: 3.18806 -2.11326 -0.14521
H: -4.74464 7.19209 4.93213
H: 0.51527 1.09538 2.04326
H: 0.92191 -4.47593 -7.20397
H: 5.27237 0.55680 -2.22727
H: 1.29277 -8.76034 -2.93368
H: -5.00701 5.78644 6.04492
H: 2.10997 1.75409 2.34434
H: 2.49227 5.54230 4.19988
H: 0.46806 3.54668 2.55686
H: -1.06702 -4.85636 -1.68945
H: 0.43032 -0.80282 -0.07462
H: 2.85585 -6.19834 -5.57704
H: -3.48722 -4.52792 -3.53386
H: -0.91324 -9.74689 -2.71509
H: -1.69548 -8.30887 -3.37248
H: -0.69743 -9.29739 -4.42074
H: -4.39306 4.32279 3.95295
H: 1.76018 7.14058 4.29272
H: -2.40066 -5.97631 -1.89549
H: 5.64310 1.51526 -3.66824
H: 4.88232 2.96681 -1.72594
H: 0.29584 -7.58644 -2.07995
H: -1.92986 4.51504 3.44652
H: -0.25192 3.14920 0.99379
H: 1.88719 -6.79727 -6.91500

Its charge is -1. Its LUMO energy is 1.284 eV. As for the frontier orbital gap: 5.85 eV. For the electronic energy, the calculation gives -3495.47341 hartree.

---

5.
The following is a quantum chemistry calculation of a molecular structure, C20H39N4O5Ti at a distorted geometry, from the OMol25 dataset.

Geometry (Å):
Ti: 0.01360 0.20157 0.49193
O: -3.71580 2.21382 -0.84063
O: 0.14510 1.49354 1.38701
O: -1.27467 -1.20098 4.01497
O: -0.93875 -0.78920 1.85493
O: -1.59279 1.87512 -0.16997
N: 1.56775 -1.45519 0.20284
N: 1.91810 -0.11972 2.51099
N: 1.53241 1.12355 -0.86188
N: -1.27249 -0.39935 -1.45773
C: -1.08686 -1.88066 -3.59707
C: -0.38742 0.47901 -2.31540
C: 2.58640 1.98199 -0.17792
C: -0.55906 -0.84847 3.09470
C: 3.91915 1.27913 -0.46839
C: 0.00864 -4.77854 -2.68392
C: 2.59601 3.36472 -0.83058
C: -2.64417 0.15247 -1.32073
C: 0.50267 1.66590 -1.78334
C: 2.49935 2.24743 1.36853
C: -1.54466 -3.15113 -1.46995
C: 2.58465 -2.01184 1.05760
C: 2.37003 1.27569 2.62885
C: 3.65993 1.39995 3.45909
C: -2.68713 1.55301 -0.71593
C: -0.60463 -5.08157 -0.31107
C: 2.92948 -1.12829 2.28721
C: 0.91478 -0.55541 3.47755
C: -1.63192 -1.77723 -2.17709
C: -0.30891 -4.03170 -1.38849
H: 1.72064 2.99400 1.49566
H: 0.21550 -5.79656 -0.21050
H: 0.86911 0.11064 4.34516
H: 4.07073 1.14653 -1.54443
H: 0.52156 -3.42030 -1.03619
H: 2.08883 -0.72832 -0.26455
H: 3.44779 2.77577 1.53372
H: 3.52177 -2.15415 0.49356
H: -0.00996 -2.02862 -3.64055
H: 0.33211 -0.18646 -2.78957
H: -0.87832 -5.29561 -3.07646
H: -2.71070 -1.66911 -2.27682
H: -1.35280 -1.01608 -4.20699
H: 1.65037 3.87959 -0.66031
H: -3.20790 -0.51404 -0.66673
H: -1.50957 -5.65342 -0.55954
H: 3.39488 3.97164 -0.40229
H: 3.95639 0.29767 0.00964
H: -3.15121 0.22028 -2.29072
H: 2.29503 -3.01184 1.40191
H: 3.77516 2.42608 3.81485
H: -1.54204 -2.76252 -4.05293
H: -1.00734 0.91422 -3.10850
H: 0.91877 2.04652 -2.72528
H: 1.58692 1.75986 3.20672
H: -1.90962 -2.97531 -0.45146
H: 0.76902 -5.54239 -2.49798
H: -2.32523 -3.75087 -1.96468
H: 1.22336 -1.52601 3.87706
H: 0.39364 -4.14418 -3.48322
H: 2.05694 0.47598 -1.44047
H: -0.08371 2.43032 -1.29350
H: 2.76650 3.29147 -1.90699
H: 3.62841 0.74040 4.32918
H: 3.01935 -1.76598 3.17644
H: -0.76851 -4.61020 0.66116
H: 4.55257 1.15839 2.87760
H: 4.74962 1.87233 -0.08385
H: 3.91158 -0.67480 2.14642

Its charge is -1. Its LUMO energy is 2.466 eV. As for the frontier orbital gap: 6.89 eV. For the electronic energy, the calculation gives -2230.24478 hartree.

---

6.
The following is a quantum chemistry calculation of a molecular structure, C20H40Al2BBrClF11N2NaO5P at a distorted geometry, from the OMol25 dataset.

Geometry (Å):
Br: -9.66688 5.87624 -1.87004
Cl: 9.36061 2.38034 1.69717
P: 10.87801 3.45128 5.44853
Al: 1.98098 -0.20084 4.10928
Al: 6.15801 2.89309 1.39267
Na: -4.19326 2.78275 -1.02179
F: 7.72502 2.30877 0.74173
F: 3.85306 -3.99675 1.45873
F: 10.34191 1.88625 5.20606
F: 6.28045 4.52844 1.69572
F: 11.45565 4.80694 4.68716
F: 5.80144 2.04270 2.80622
F: 4.95128 2.59238 0.24876
F: 12.31715 2.90596 4.82107
F: 11.42446 2.89062 6.90628
F: 9.49524 3.67074 4.53348
F: 10.15619 4.50964 6.49860
O: -12.24351 7.60880 0.39597
O: 1.86709 -2.65792 -3.90405
O: -0.77144 -1.18387 0.08475
O: -3.81305 -2.59147 2.47586
O: -0.84520 -3.52637 0.51226
N: -7.18199 2.39971 -3.77443
N: -4.91873 0.53588 -0.76467
C: 1.58101 -1.80177 -4.70519
C: 3.37127 -0.40537 1.89099
C: 1.66859 -2.05065 -6.19050
C: 2.49505 -5.91875 1.32769
C: -8.28044 3.65911 -1.50956
C: -8.13052 2.27804 -1.57038
C: 1.11896 -0.43220 -4.26311
C: -3.53401 -1.69689 1.46456
C: 1.45803 -3.61724 1.40201
C: -7.58442 1.70379 -2.72674
C: -7.32541 3.73455 -3.71498
C: 0.49816 -1.68387 -0.24959
C: 1.69065 -0.76957 -0.03443
C: 2.93829 -1.36011 -0.70420
C: -7.86537 4.42157 -2.62118
C: 0.50081 -3.16811 0.28412
C: -3.18009 -2.30955 0.06509
C: 2.64158 -4.46753 0.89834
C: -2.46350 -1.90641 2.56581
C: 1.89455 -0.32266 1.44572
B: -1.57924 -2.40214 -0.11321
H: -6.99307 4.27332 -4.59388
H: -2.72813 -1.27458 3.40826
H: -7.95523 5.52959 -2.64373
H: 1.80466 0.33126 -4.63423
H: 2.19924 -5.98760 2.37302
H: -3.90574 0.37475 -0.89035
H: 1.47668 0.14827 -0.59114
H: -5.07633 1.39645 -0.22440
H: -8.69749 4.11795 -0.63548
H: 2.67007 -1.75612 -1.69541
H: 4.01268 0.18364 1.23968
H: -3.69177 -3.26914 0.03881
H: -4.05672 -0.70687 1.48319
H: 0.79573 -3.80073 -0.57113
H: 0.50039 -1.83293 -1.34184
H: 1.74640 -6.38284 0.68490
H: -11.54641 7.42131 -0.24603
H: 3.73706 -1.43380 1.89159
H: 1.10139 -0.39107 -3.17536
H: 1.83609 -2.82690 2.05411
H: 2.75295 -4.35298 -0.18018
H: 1.59897 0.73157 1.53170
H: 3.71940 -0.61304 -0.84994
H: 1.24931 -0.89629 2.14156
H: 3.54301 0.00569 2.91043
H: -1.94417 -2.85066 2.63219
H: -8.43145 1.65194 -0.73801
H: -11.80023 7.55239 1.24673
H: 0.88002 -4.28332 2.04724
H: 2.37781 -1.35678 -6.64431
H: -1.46181 -2.67303 -1.33486
H: -7.44567 0.62278 -2.80456
H: 0.68629 -1.92610 -6.64886
H: -3.55534 -1.58894 -0.68137
H: -5.32656 -0.26201 -0.25122
H: 3.39017 -2.18100 -0.14853
H: 2.01119 -3.06753 -6.36548
H: -5.37921 0.61570 -1.69186
H: 0.11291 -0.23998 -4.63952
H: 3.46651 -6.39990 1.21169

Its charge is 0. Its LUMO energy is -4.947 eV. As for the frontier orbital gap: 2.64 eV. For the electronic energy, the calculation gives -6417.74289 hartree.